Entry from the OMol25 dataset: one molecule with the formula C3H2N2O2 (ωB97M-V/def2-TZVPD).

Values from the calculation:
Kohn-Sham gap: 10.22 eV
Highest occupied orbital energy: -9.93 eV

Last column: Löwdin charge in e.
Element x y z (Å)
N1 -1.3824 -0.2146 0.1128  -0.02
C1 -0.1737 0.2873 -0.1538  -0.05
O1 0.7046 -0.7368 -0.1228  -0.02
C2 2.0256 -0.3392 -0.3251  -0.30
O2 2.3885 0.7317 -0.6863  0.11
C3 -2.3120 1.9205 0.5600  0.07
N2 -2.3015 0.7420 0.3791  -0.09
H1 -1.6085 -1.1886 0.3239  0.16
H2 2.6596 -1.2025 -0.0880  0.14